# C2H5FO

A cluster of 2 separate species, C2H5FO in total (ωB97M-V/def2-TZVPD, the Open Molecules 2025 dataset).

Results
Spin multiplicity = 1
ΔE to the lowest compared entry with this formula, charge and spin = 0.4848 eV
Gap between HOMO and LUMO = 0.4084 Ha
SMILES string = CC=O.F

Positions of all 9 atoms, in Å:
C  -0.3902  -0.4502  -0.2420
C  -0.1322  0.8419  0.3515
O  -0.3458  1.8909  -0.2164
H  0.5010  -1.1003  -0.3434
H  -1.0800  -1.0105  0.2680
H  -0.7231  -0.2790  -1.3160
H  0.3902  1.0590  1.2721
F  -3.1836  -0.4002  -0.0231
H  -2.5558  0.2979  -0.0562